C3H8N2O2 | ωB97M-V with the def2-TZVPD basis set

Values from the calculation:
- Structure (SMILES): N[C@@]1(O)NCCO1
- HOMO level: -9.4 eV
- Total charge: 0
- Multiplicity: 1
- Energy above the lowest of the compared OMol25 structures with the same formula, charge and spin: 23.5 kcal/mol
- Gap between HOMO and LUMO: 10.305 eV

Cartesian coordinates (Å):
1 O 0.36063 0.90069 0.71222
2 O 0.20881 1.58401 -1.45294
3 N -0.58213 -0.55666 -0.79095
4 N 1.72521 -0.02220 -1.03976
5 C -0.30290 -0.08782 1.47469
6 C 0.43350 0.47438 -0.65375
7 C -1.29087 -0.68676 0.47603
8 H -2.21893 -0.10132 0.45536
9 H -0.14880 -1.41489 -1.10693
10 H -1.55386 -1.72737 0.68513
11 H 2.16548 -0.46520 -0.23907
12 H 2.30295 0.76717 -1.31201
13 H -0.73316 1.78621 -1.38418
14 H -0.77206 0.39791 2.33467
15 H 0.40614 -0.84814 1.84149

=====

C3H8N2O2 | ωB97M-V with the def2-TZVPD basis set

Values from the calculation:
- Structure (SMILES): NC(=O)NCCO
- HOMO level: -9.8 eV
- Total charge: 0
- Multiplicity: 1
- Energy above the lowest of the compared OMol25 structures with the same formula, charge and spin: 9.0 kcal/mol
- Gap between HOMO and LUMO: 10.466 eV

Cartesian coordinates (Å):
1 O 0.20859 1.67461 -0.87588
2 O -1.03760 1.11345 1.46843
3 N 0.15046 -0.61228 -0.82906
4 N 2.15985 0.50750 -1.07509
5 C 0.79031 0.59280 -0.91473
6 C -1.03929 -0.28170 1.32816
7 C -1.11564 -0.76563 -0.11894
8 H -0.14182 -0.73580 1.78823
9 H -0.71638 1.51829 0.64268
10 H 2.60439 1.40658 -0.95219
11 H 0.69789 -1.44211 -0.99111
12 H -1.90773 -0.66316 1.87798
13 H 2.61853 -0.23833 -0.57077
14 H -1.91967 -0.23956 -0.64528
15 H -1.35190 -1.83467 -0.13244

=====

C3H8N2O2 | ωB97M-V with the def2-TZVPD basis set

Values from the calculation:
- Structure (SMILES): O/N=N\O.C=CC
- HOMO level: -9.5 eV
- Total charge: 0
- Multiplicity: 1
- Energy above the lowest of the compared OMol25 structures with the same formula, charge and spin: 137.9 kcal/mol
- Gap between HOMO and LUMO: 10.195 eV

Cartesian coordinates (Å):
1 O 0.44404 -0.34355 -2.59559
2 O 2.66902 0.72947 -1.58634
3 N 1.55953 1.53166 -2.05133
4 N 0.62983 0.98142 -2.54170
5 C 0.19436 0.27884 1.56601
6 C -1.75023 -1.05260 1.11117
7 C -0.94460 -0.21467 2.00554
8 H -2.73404 -0.57164 0.96145
9 H -0.43653 -0.47804 -2.93576
10 H -1.17557 -1.19434 0.24574
11 H 0.82923 0.95441 2.12278
12 H -1.51833 0.08131 2.90893
13 H -1.84631 -1.99008 1.56342
14 H 0.61051 0.00077 0.67035
15 H 3.46909 1.28705 -1.44469

=====

C3H8N2O2 | ωB97M-V with the def2-TZVPD basis set

Values from the calculation:
- Structure (SMILES): C=N[C@H](N)O.C=O
- HOMO level: -9.5 eV
- Total charge: 0
- Multiplicity: 1
- Energy above the lowest of the compared OMol25 structures with the same formula, charge and spin: 73.7 kcal/mol
- Gap between HOMO and LUMO: 9.502 eV

Cartesian coordinates (Å):
1 O -1.86840 0.46910 1.26851
2 O 0.03523 1.63456 -0.17526
3 N 0.50688 -0.72282 -0.54430
4 N 2.25339 0.94982 -0.23736
5 C -0.67350 -1.00628 -0.90427
6 C -1.50012 -0.67690 1.39967
7 C 0.91324 0.69400 -0.70668
8 H -2.18112 -1.51528 1.18218
9 H -1.41822 -0.25808 -1.20831
10 H -0.58836 1.27143 0.49220
11 H -0.99298 -2.05082 -0.90757
12 H 2.82351 0.11425 -0.32230
13 H 2.25264 1.26379 0.72674
14 H -0.48808 -0.95350 1.73613
15 H 0.92587 0.78673 -1.79939

=====

C3H8N2O2 | ωB97M-V with the def2-TZVPD basis set

Values from the calculation:
- Structure (SMILES): N/C=C\[C@H](O)NO
- HOMO level: -8.2 eV
- Total charge: 0
- Multiplicity: 1
- Energy above the lowest of the compared OMol25 structures with the same formula, charge and spin: 110.5 kcal/mol
- Gap between HOMO and LUMO: 9.075 eV

Cartesian coordinates (Å):
1 O -1.82965 -0.97568 0.40349
2 O -0.89918 1.27476 1.05539
3 N 1.31396 -1.38042 -0.18441
4 N -1.68888 -0.12601 -0.76046
5 C -0.58266 1.00506 -0.23993
6 C 1.01225 1.05369 -0.19121
7 C 1.78940 -0.06498 -0.12436
8 H -1.13196 -0.71879 -1.34351
9 H -0.63314 0.48347 1.57607
10 H 2.81759 0.02252 -0.08935
11 H 1.81840 -2.12904 0.22146
12 H 1.35303 2.01135 -0.08928
13 H -0.95537 1.88459 -0.73660
14 H 0.37940 -1.38285 -0.11086
15 H -2.76320 -0.95766 0.61356

=====

C3H8N2O2 | ωB97M-V with the def2-TZVPD basis set

Values from the calculation:
- Structure (SMILES): [H]/N=C(/CON)OC
- HOMO level: -9.8 eV
- Total charge: 0
- Multiplicity: 1
- Energy above the lowest of the compared OMol25 structures with the same formula, charge and spin: 81.8 kcal/mol
- Gap between HOMO and LUMO: 10.648 eV

Cartesian coordinates (Å):
1 O 0.58998 0.32107 1.33608
2 O -0.18478 -0.59293 -1.38336
3 N 1.13656 1.60772 1.03224
4 N -1.73012 1.05806 -1.09921
5 C -0.91372 0.24095 -0.60452
6 C 0.53061 -1.67734 -0.81991
7 C -0.75423 0.22178 0.90101
8 H -1.35524 1.04197 1.30088
9 H 1.05384 -2.14784 -1.65725
10 H -1.79770 1.01723 -2.11367
11 H 1.56373 1.93565 1.89388
12 H -0.15602 -2.40514 -0.37011
13 H 1.24746 -1.35407 -0.06786
14 H -1.10155 -0.73057 1.31098
15 H 1.87118 1.46347 0.34084

=====

C3H8N2O2 | ωB97M-V with the def2-TZVPD basis set

Values from the calculation:
- HOMO level: -10.2 eV
- Total charge: 0
- Multiplicity: 1
- Energy above the lowest of the compared OMol25 structures with the same formula, charge and spin: 206.6 kcal/mol
- Gap between HOMO and LUMO: 6.607 eV

Cartesian coordinates (Å):
1 O 2.57228 -1.11295 -0.67459
2 O -2.02048 -2.02843 -0.20239
3 N -1.78260 0.14012 -1.06291
4 N 0.05523 1.31024 0.72013
5 C 1.75616 -0.66614 0.22176
6 C 1.02753 0.77908 -0.14818
7 C -2.29039 -0.82537 -0.18486
8 H -1.09905 -0.30672 -0.35927
9 H 2.28625 -0.37311 1.14902
10 H -2.75710 -0.37360 0.73328
11 H 0.56877 1.53377 1.56204
12 H 0.94012 -1.34214 0.55146
13 H 0.60360 0.63248 -1.16569
14 H 1.81070 1.50832 -0.34874
15 H -1.67103 1.12447 -0.79108

=====

C3H8N2O2 | ωB97M-V with the def2-TZVPD basis set

Values from the calculation:
- Structure (SMILES): N/N=C/[C@H]1CO1.O
- HOMO level: -9.3 eV
- Total charge: 0
- Multiplicity: 1
- Energy above the lowest of the compared OMol25 structures with the same formula, charge and spin: 92.5 kcal/mol
- Gap between HOMO and LUMO: 9.975 eV

Cartesian coordinates (Å):
1 O -0.77423 1.26319 -0.42181
2 O -3.77850 -0.67847 -0.23416
3 N 2.15937 -0.70917 -0.08609
4 N 3.54253 -0.35836 -0.22074
5 C -0.07164 0.04186 -0.39954
6 C -0.80832 0.37862 0.76094
7 C 1.40189 0.27434 -0.32151
8 H -0.44414 -0.67425 -1.14935
9 H 1.77219 1.31455 -0.41754
10 H -4.45152 -1.05758 0.34515
11 H 3.73671 0.62274 0.10169
12 H -4.19836 -0.16652 -1.00157
13 H -1.78140 -0.07381 0.91224
14 H -0.27684 0.75785 1.62568
15 H 3.97228 -0.93497 0.50662

=====

C3H8N2O2 | ωB97M-V with the def2-TZVPD basis set

Values from the calculation:
- Structure (SMILES): [H]/N=C(/C)ON=O.C
- HOMO level: -10.4 eV
- Total charge: 0
- Multiplicity: 1
- Energy above the lowest of the compared OMol25 structures with the same formula, charge and spin: 123.0 kcal/mol
- Gap between HOMO and LUMO: 9.914 eV

Cartesian coordinates (Å):
1 O 1.57138 -0.26647 -0.58926
2 O 2.57765 -1.48362 0.93724
3 N 0.17337 0.99053 -1.83673
4 N 1.66709 -0.72869 0.70795
5 C 0.32097 1.59223 0.44399
6 C -1.64194 -1.31656 0.36468
7 C 0.67975 0.78567 -0.73454
8 H 0.51989 2.62995 0.19456
9 H -0.76003 1.64876 0.55929
10 H -1.37984 -1.64780 -0.61497
11 H 0.47490 0.59888 -2.67572
12 H 0.87523 1.09520 1.18900
13 H -1.76065 -0.21763 0.64961
14 H -0.82717 -1.63028 0.87489
15 H -2.49060 -2.05017 0.53001

=====

C3H8N2O2 | ωB97M-V with the def2-TZVPD basis set

Values from the calculation:
- HOMO level (spin up / spin down): -14.7 / -14.7 eV
- Total charge: +1
- Multiplicity: 2
- Energy above the lowest of the compared OMol25 structures with the same formula, charge and spin: 18.3 kcal/mol
- Gap between HOMO and LUMO (spin up / spin down): 10.449 / 6.430 eV
- ⟨S²⟩: 0.762

Cartesian coordinates (Å):
1 O 2.79062 1.96318 -0.12562
2 O -0.33898 2.56096 0.93046
3 N -1.07128 -0.53881 -0.07394
4 N -0.80059 -2.74096 0.29344
5 C -0.72833 -1.10671 -1.24473
6 C -0.62477 -2.50543 -0.98938
7 C -1.19539 -1.55850 0.81333
8 H -1.17317 0.46616 0.10403
9 H -0.28789 -3.32094 -1.62580
10 H 3.47415 1.51875 0.40641
11 H -1.69907 -1.45601 1.76889
12 H 2.34213 1.23856 -0.57958
13 H -0.63604 -0.51739 -2.14801
14 H 0.47723 2.49448 1.43954
15 H -0.52863 3.50268 1.03095

=====

C3H8N2O2S | ωB97M-V with the def2-TZVPD basis set

Values from the calculation:
- HOMO level: -8.3 eV
- Total charge: 0
- Multiplicity: 1
- Energy above the lowest of the compared OMol25 structures with the same formula, charge and spin: 34.8 kcal/mol
- Gap between HOMO and LUMO: 9.104 eV

Cartesian coordinates (Å):
1 S -2.08851 -0.17872 -0.31159
2 O -2.87310 0.47968 0.70792
3 O -1.63160 0.86105 -1.45704
4 N 0.16131 0.86813 0.64666
5 N 0.44517 -1.32379 0.60433
6 C 1.07741 -0.85880 -0.54915
7 C -0.54052 -0.35780 0.82295
8 C 1.24277 0.63410 -0.30802
9 H -0.91881 -0.47745 1.80529
10 H 2.20552 1.01261 0.11226
11 H 1.99785 -1.35385 -0.76030
12 H 0.32025 -2.31162 0.80242
13 H 1.11452 1.13926 -1.31240
14 H 0.21438 1.35318 1.52749
15 H -1.08734 1.47257 -0.95124
16 H 0.36071 -0.95855 -1.37960

=====

C3H8N2O3S | ωB97M-V with the def2-TZVPD basis set

Values from the calculation:
- HOMO level: -9.1 eV
- Total charge: 0
- Multiplicity: 1
- Energy above the lowest of the compared OMol25 structures with the same formula, charge and spin: 44.8 kcal/mol
- Gap between HOMO and LUMO: 9.868 eV

Cartesian coordinates (Å):
1 S 1.89151 0.10807 0.19991
2 O 3.42017 0.85491 0.22893
3 O 1.23172 0.72753 -0.91428
4 O 2.44297 -1.35068 -0.40471
5 N -2.09131 -1.15332 -0.33372
6 N 0.00735 -1.20934 0.69886
7 C -1.14362 0.83013 0.68013
8 C -1.04461 -0.59168 0.32112
9 C -1.81750 1.73914 -0.00972
10 H -2.83359 -0.57560 -0.68360
11 H -1.98793 -2.07175 -0.73235
12 H -1.80216 2.77577 0.28295
13 H 3.60060 1.25372 -0.62409
14 H -2.37417 1.51435 -0.90508
15 H 0.06777 -2.17818 0.39684
16 H 2.98464 -1.77783 0.25888
17 H -0.55183 1.10478 1.53996

=====

C3H8N2OS | ωB97M-V with the def2-TZVPD basis set

Values from the calculation:
- Structure (SMILES): CCN(S)/C=N\O
- HOMO level: -8.7 eV
- Total charge: 0
- Multiplicity: 1
- Energy above the lowest of the compared OMol25 structures with the same formula, charge and spin: 75.2 kcal/mol
- Gap between HOMO and LUMO: 9.494 eV

Cartesian coordinates (Å):
1 S -0.46158 1.84828 -0.28192
2 O -2.94123 0.29225 0.16960
3 N -2.32503 -0.83164 -0.37595
4 N -0.24825 0.24925 0.28000
5 C 2.09441 -0.21614 -0.47301
6 C -1.04673 -0.76008 -0.27183
7 C 1.11037 -0.11913 0.66858
8 H 1.76605 -0.94742 -1.26600
9 H 1.40966 0.60977 1.43374
10 H 1.04312 -1.09630 1.20786
11 H -0.54251 -1.69163 -0.62900
12 H 2.18060 0.76133 -0.97968
13 H 3.08049 -0.50247 -0.12304
14 H -1.25809 2.27353 0.64194
15 H -3.86126 0.13039 -0.00131

=====

C3H8N2OS | ωB97M-V with the def2-TZVPD basis set

Values from the calculation:
- Structure (SMILES): NC(=O)NCCS
- HOMO level: -9.3 eV
- Total charge: 0
- Multiplicity: 1
- Energy above the lowest of the compared OMol25 structures with the same formula, charge and spin: 11.5 kcal/mol
- Gap between HOMO and LUMO: 10.034 eV

Cartesian coordinates (Å):
1 S 2.31633 -1.92974 1.40893
2 O -1.27157 1.99820 -1.83001
3 N 0.07363 0.88223 -0.38932
4 N -2.27548 0.65086 -0.24977
5 C 1.59068 -1.03284 0.01080
6 C -1.19657 1.21592 -0.91006
7 C 0.19616 -0.45126 0.26486
8 H 2.24083 -0.16151 -0.06428
9 H 1.59143 -1.62736 -0.89312
10 H -3.12429 1.15944 -0.41084
11 H 1.96531 -0.95004 2.29602
12 H 0.72565 1.01831 -1.14854
13 H -0.13392 -0.33330 1.29820
14 H -0.56191 -1.12783 -0.13214
15 H -2.13631 0.68893 0.74928

=====

C3H8N2OS | ωB97M-V with the def2-TZVPD basis set

Values from the calculation:
- Structure (SMILES): NC(=O)[C@H](N)CS
- HOMO level: -9.1 eV
- Total charge: 0
- Multiplicity: 1
- Energy above the lowest of the compared OMol25 structures with the same formula, charge and spin: 14.3 kcal/mol
- Gap between HOMO and LUMO: 9.682 eV

Cartesian coordinates (Å):
1 S 1.25026 1.32716 1.72250
2 O -0.89430 0.60650 -1.99053
3 N -1.66925 -1.02208 0.05666
4 N 1.30846 0.39222 -1.54839
5 C -0.01249 0.29260 -1.20849
6 C -0.36729 0.55391 1.32450
7 C -0.31845 -0.37793 0.10426
8 H 1.90469 0.23038 2.12878
9 H 0.42458 -1.14056 0.33564
10 H -1.95741 -0.99031 -0.91824
11 H -1.51082 -1.99934 0.28028
12 H -0.71546 -0.01771 2.16566
13 H -0.99060 1.42710 1.15735
14 H 2.01499 -0.26706 -1.27976
15 H 1.53310 0.98512 -2.33022

=====

C3H8N2OS | ωB97M-V with the def2-TZVPD basis set

Values from the calculation:
- Structure (SMILES): [H]/N=C(\CS)NOC
- HOMO level: -9.3 eV
- Total charge: 0
- Multiplicity: 1
- Energy above the lowest of the compared OMol25 structures with the same formula, charge and spin: 70.7 kcal/mol
- Gap between HOMO and LUMO: 10.032 eV

Cartesian coordinates (Å):
1 S -0.45833 1.83112 -2.45981
2 O -0.45596 -1.06504 1.13344
3 N 0.71356 -0.84584 0.37324
4 N 1.40176 -0.59417 -1.80057
5 C -0.35204 -0.46714 2.41750
6 C -0.37175 0.93634 -0.88227
7 C 0.61375 -0.18218 -0.85502
8 H 1.19279 -1.74314 0.30923
9 H 1.31046 -0.09953 -2.69525
10 H -1.26185 -0.71460 2.92874
11 H -1.32099 0.58475 -0.63512
12 H 0.50487 -0.83437 3.01970
13 H -0.09882 1.69287 -0.13357
14 H -0.18797 0.62888 2.35836
15 H -1.22947 0.87205 -3.07861

=====

no.,molar mass (g/mol)
1,104.1
2,104.1
3,104.1
4,104.1
5,104.1
6,104.1
7,104.1
8,104.1
9,104.1
10,104.1
11,136.2
12,152.2
13,120.2
14,120.2
15,120.2
16,120.2